# 1
65
Properties=species:S:1:pos:R:3 method="wB97M-V/def2-TZVPD" homo_ev="-7.59 / -7.49" energy_ev=-63262.1854 fmax_ha_per_bohr=0.0628 de_lowest_ev=0.585 multiplicity=1 gap_ha="0.2646 / 0.2636"
Ti 0.04738 -0.07842 0.67078
O -1.39554 2.93346 2.92941
O -1.88753 -3.67531 0.90206
N -0.62906 -1.88399 0.13500
N -1.28378 -0.43888 2.04071
N -0.60657 1.75745 1.09641
C 1.37367 -0.47288 1.98513
C -1.49407 3.36148 -0.49653
C 2.11217 0.87176 -0.97054
C -1.37036 4.54201 -1.21597
C -0.30779 -2.56516 -1.07391
C 0.81154 -4.32408 -2.26871
C -1.80253 -0.92662 -2.30594
C -0.55289 -2.76118 -3.46388
C -1.66553 0.56186 2.83690
C -2.75148 2.53936 -0.59891
C 1.71313 3.47292 1.56817
C -2.56138 0.35196 3.86379
C -1.43135 -2.55026 1.01414
C -1.82135 -1.65318 2.15218
C 3.23248 0.64324 -0.16618
C 1.17682 -4.15872 0.20614
C 1.75059 -0.07565 -1.92153
C 2.46788 -1.26216 -2.03781
C -3.08445 -0.92646 4.03512
C 0.66112 3.79860 0.54257
C 3.95925 -0.52571 -0.30126
C -0.85662 -2.10248 -2.28009
C 0.27283 -3.87345 -3.46145
C 3.56603 -1.48770 -1.22518
C -2.73567 -1.93688 3.14829
C -0.24826 5.34286 -1.07593
C 0.53869 -3.68344 -1.06668
C -1.18346 1.89609 2.33050
C -0.45924 2.98137 0.37019
C 0.75695 4.96923 -0.20263
H 1.46861 -5.18593 -2.26537
H -1.52810 -0.16912 -1.56992
H -1.81602 -0.45452 -3.28800
H 2.71022 3.71479 1.19753
H -3.16728 -2.92620 3.20256
H -3.30057 2.79167 -1.50513
H 1.62815 5.60141 -0.07537
H 0.94445 0.12802 -2.61573
H 2.17501 -1.99470 -2.77803
H 4.82749 -0.69525 0.32198
H 0.44587 -4.69214 0.81410
H 4.12480 -2.40974 -1.32321
H -3.79417 -1.11570 4.82883
H 3.56291 1.40339 0.52720
H 1.86304 -1.44919 2.03249
H -2.54395 1.47029 -0.60091
H 1.53732 4.07140 2.46457
H 2.01238 -4.82428 -0.00634
H -3.39710 2.74193 0.25985
H 1.61625 1.83825 -0.95368
H 1.53616 -3.31172 0.79449
H -2.17135 4.83993 -1.88212
H -0.16822 6.26834 -1.63148
H 0.50412 -4.38142 -4.38908
H -2.85480 1.18732 4.48390
H 1.67189 2.42548 1.86073
H -2.81943 -1.25222 -2.07579
H 1.59491 0.12338 2.87420
H -0.97419 -2.40453 -4.39661

# 2
70
Properties=species:S:1:pos:R:3 method="wB97M-V/def2-TZVPD" homo_ev="-9.52 / -9.57" energy_ev=-59513.5187 fmax_ha_per_bohr=0.0497 de_lowest_ev=4.409 multiplicity=2 gap_ha="0.1688 / 0.1707" total_charge=+1
Ru 1.59337 0.00185 0.22498
S 0.64065 2.18971 0.85435
O 3.52424 0.17456 0.60836
O 2.45265 -2.74104 -0.61874
N -1.70330 2.36703 2.08169
N -0.88582 -0.62107 -1.79919
N -0.44414 -0.44964 0.48073
N 1.41526 -0.64998 2.18583
N 2.55430 -1.68368 -0.10397
N -2.60649 -0.05483 -0.42861
N 0.29212 -0.23638 2.79296
C 2.48035 0.76696 -2.53073
C 5.88310 -2.48694 0.76884
C -2.06259 -0.56872 2.32123
C -4.00708 1.78959 -3.32060
C 1.29571 0.36397 -4.57743
C -0.76607 0.74502 4.76209
C 1.40960 0.27030 -1.78381
C 0.20941 -0.13657 -3.87617
C -3.20910 1.51015 -2.21637
C -3.41179 0.28734 -1.57092
C 0.28792 -0.16229 -2.47683
C 5.55343 -3.01474 2.06865
C 3.50216 -1.73956 2.11839
C -5.13281 -0.32993 -3.12675
C -1.28815 -0.36301 -0.53777
C 5.07632 -1.62083 0.14434
C 3.78456 -1.18596 0.73255
C -4.34923 -0.63074 -2.02285
C -0.72318 1.61263 1.62476
C 0.35295 0.44393 3.99745
C 2.31983 -1.39262 2.78707
C -1.01363 -0.63119 -4.60490
C -0.81807 0.08118 1.78973
C -2.08973 0.36266 4.61794
C -2.61827 -0.39101 3.54304
C 2.42330 0.82519 -3.91357
C 4.41416 -2.63268 2.71423
C 1.66713 1.05165 4.41864
C -4.95887 0.88538 -3.77113
C -2.15370 2.47364 -1.75024
H -0.86528 -0.56245 -5.68037
H -5.56259 1.13045 -4.63477
H -2.08759 3.32490 -2.42455
H -4.45403 -1.57400 -1.50180
H -3.87282 2.73027 -3.84001
H -2.75707 0.59218 5.43842
H 1.67794 1.20338 5.49507
H 2.14082 -1.74607 3.79926
H 6.81612 -2.78453 0.30899
H -1.64588 3.37186 2.01022
H -5.86832 -1.03869 -3.48100
H 1.76535 2.02894 3.93505
H -2.44133 1.95821 2.63825
H -0.53832 1.33642 5.64042
H 2.55104 0.48476 4.14813
H 3.37134 1.10710 -2.01575
H 6.23354 -3.70920 2.54177
H -2.48064 -1.33200 1.67893
H -3.55624 -0.90457 3.72563
H -2.99367 0.10375 0.48624
H 3.26024 1.21873 -4.47542
H -2.38253 2.84940 -0.75023
H -1.23258 -1.67694 -4.37204
H -1.66584 -0.74205 -2.42932
H -1.16824 2.00454 -1.70941
H -1.90420 -0.03900 -4.36538
H 4.19398 -3.01694 3.70293
H 1.25362 0.39250 -5.65914
H 5.32271 -1.19030 -0.81737

# 3
70
Properties=species:S:1:pos:R:3 method="wB97M-V/def2-TZVPD" homo_ev="-10.62 / -10.89" energy_ev=-59514.7857 fmax_ha_per_bohr=0.0144 de_lowest_ev=1.192 multiplicity=6 gap_ha="0.2491 / 0.2049" total_charge=+1
Ru -1.14342 0.92045 -0.49988
S 0.43382 1.79310 -1.68666
O -3.69771 -0.52941 0.32655
O -1.37311 2.24788 0.96731
N 0.28259 0.05285 0.75115
N -2.69031 1.07949 -4.95182
N 0.85115 -1.68189 -0.71997
N -2.57290 -0.48794 0.15371
N -2.78342 1.74440 -1.45746
N 2.02358 -1.41572 1.22055
N -3.21647 1.29730 -2.65417
C 2.88553 -3.68243 1.38363
C 1.85047 2.51403 3.03094
C 0.12415 -1.44806 -1.88503
C -2.15114 1.07143 -3.62189
C -3.32015 4.69106 2.72912
C 1.27952 2.15594 4.24480
C 0.04979 0.36697 3.16999
C -0.89682 -0.79523 3.25680
C 4.03148 -0.73294 -0.74601
C -3.48776 3.22532 0.36749
C -2.29838 3.83169 2.39492
C 4.82241 -3.11319 -0.50758
C -4.44041 4.83994 1.90410
C 1.11958 -3.65642 -2.64931
C -1.36400 -0.19579 -3.32676
C 4.74521 -4.38016 0.04932
C 0.39242 1.09442 4.30787
C -1.23603 -1.16395 -4.28987
C 1.52016 1.80949 1.88708
C 0.25037 -2.44937 -2.86976
C -4.51458 4.11586 0.74119
C 3.94310 -2.10131 -0.13180
C -0.71697 -0.33055 -2.07237
C -2.35959 3.07376 1.21435
C 1.02566 -0.96561 0.42376
C 2.96847 -2.41421 0.82148
C 0.62472 0.74747 1.95700
C 3.77970 -4.66868 1.00217
C -3.63605 2.55209 -0.87807
C -0.43846 -2.28478 -4.05206
H 1.43891 -2.50228 -0.76091
H 3.32452 -0.62620 -1.57403
H 3.80541 0.04821 -0.02020
H -3.05020 1.99768 -5.17730
H -1.71224 -1.03976 -5.25075
H 1.93511 2.08736 0.92574
H 5.02965 -0.55650 -1.14183
H -5.23170 5.52174 2.17993
H 5.58952 -2.89480 -1.24000
H 2.11667 -3.88262 2.11920
H -1.54768 -0.84806 2.38466
H 1.52740 2.70389 5.14406
H -0.33830 -3.03475 -4.82621
H -4.54382 2.75044 -1.44209
H 2.13373 -0.95118 2.10966
H -3.45939 0.42372 -5.03721
H -1.51888 -0.72114 4.14692
H 5.44797 -5.14327 -0.25689
H 2.54335 3.34272 2.97522
H -0.05090 0.82027 5.25740
H -0.35775 -1.74475 3.30987
H 1.08468 -4.30720 -3.51966
H -1.45884 1.92233 -3.53314
H 0.78977 -4.24541 -1.78832
H -3.25611 5.26154 3.64656
H 2.16795 -3.38534 -2.48787
H 3.72113 -5.65393 1.44338
H -5.36719 4.22472 0.08210
H -1.42895 3.70523 3.02691

# 4
67
Properties=species:S:1:pos:R:3 method="wB97M-V/def2-TZVPD" homo_ev="-11.61 / -11.54" energy_ev=-101434.9630 fmax_ha_per_bohr=0.0212 multiplicity=1 gap_ha="0.3094 / 0.3100" total_charge=+1
Ni 0.26073 -0.42000 0.93728
P 1.21410 0.71654 -0.77792
P -1.72633 -0.13779 -0.14741
O 0.23276 -3.34439 3.86227
O 2.09204 -0.89554 1.32148
O 0.62349 0.10823 3.21838
O -0.14508 -2.18726 1.99652
O 4.00103 -0.39820 2.40461
C -4.44752 -0.34432 0.51349
C 4.63561 -2.00393 -2.08427
C 3.90224 0.12408 -1.23950
C 2.03232 4.42507 0.68995
C 2.57993 -0.26980 -1.40729
C 0.35361 -0.99993 4.02929
C 2.28853 -1.54635 -1.89019
C -2.76852 -2.82711 -3.06998
C -2.11150 -1.65461 -1.06803
C -1.37607 1.10394 -1.44779
C -0.03928 0.78570 -2.11534
C 2.86096 4.34503 -1.57077
C -2.45547 -1.64299 -2.41984
C 1.57984 3.11829 0.56589
C 1.77164 2.42263 -0.62438
C -2.39871 -4.05251 -1.03609
C 2.40834 3.04314 -1.70086
C -3.35525 1.73365 1.06789
C -5.64751 0.17037 0.98650
C 3.31504 -2.40614 -2.23861
C -2.73788 -4.03175 -2.38160
C 4.92737 -0.74362 -1.58690
C 0.14241 -2.22507 3.18098
C 2.80254 -0.32637 2.25329
C -3.30082 0.44432 0.53482
C -5.70534 1.46314 1.48429
C -2.08755 -2.86996 -0.38077
C 1.99401 0.52910 3.21591
C 2.67803 5.03259 -0.37550
C -4.55652 2.24334 1.53146
H 3.04055 6.04772 -0.27903
H 5.95532 -0.43829 -1.44554
H -3.04170 -2.80677 -4.11695
H -6.53864 -0.44316 0.96131
H -2.37288 -4.99118 -0.49763
H 2.01004 1.54676 2.83425
H 2.43175 0.50377 4.21161
H 1.25831 -1.87888 -1.97400
H 1.13792 -1.18219 4.76428
H -1.82206 -2.88757 0.66757
H -6.64535 1.86453 1.83934
H -4.59665 3.24835 1.93045
H -2.20905 1.15547 -2.14796
H 3.08773 -3.39558 -2.61314
H -1.32019 2.07496 -0.94853
H 1.06937 2.63711 1.39112
H 1.88744 4.96391 1.61714
H -0.58534 -0.82528 4.56288
H 5.43926 -2.68549 -2.33062
H -2.48763 -0.71680 -2.97790
H 3.36572 4.82216 -2.40073
H 0.23692 1.55446 -2.83685
H -2.45847 2.34189 1.12729
H -4.41114 -1.35136 0.11822
H -2.97786 -4.95414 -2.89404
H 0.07325 -4.10882 3.28235
H 2.55862 2.50607 -2.63033
H 4.13898 1.09365 -0.81926
H -0.06139 -0.17677 -2.62657